A structure of composition C5H12NO2S2 at a distorted geometry, computed with ωB97M-V/def2-TZVPD.

Output
Relative energy (zero: lowest compared OMol25 entry of this formula, charge and spin) ... 273.5 kJ/mol
Net charge ... +1
Gap between HOMO and LUMO ... 8.2 eV
LUMO ... -3.754 eV

XYZ file:
```
22
Properties=species:S:1:pos:R:3:lowdin_charge:R:1
C 1.543 0.738 -0.083 -0.406
C 4.062 0.202 0.040 -0.037
C 2.919 1.092 -0.538 -0.102
C -3.283 -0.239 0.598 -0.673
C 0.296 -1.057 0.480 -0.339
N -4.175 -1.182 -0.148 0.007
O 0.569 1.304 0.348 0.041
O 1.355 -0.661 -0.222 -0.037
S -3.770 1.341 0.100 0.707
S -1.288 -0.524 -0.550 0.879
H 4.758 0.723 0.776 0.114
H 3.665 -0.671 0.480 0.055
H 4.596 -0.107 -0.803 0.056
H 2.967 2.225 -0.262 0.169
H 2.790 1.071 -1.558 0.098
H 0.037 -0.587 1.363 0.084
H 0.059 -2.043 0.475 0.062
H -4.700 -1.673 0.496 0.115
H -4.691 -0.808 -0.967 0.152
H -3.676 -2.002 -0.464 0.133
H -2.997 2.043 1.100 -0.021
H -1.036 0.815 -0.661 -0.057
```